No. 1
43
Properties=species:S:1:pos:R:3:lowdin_charge:R:1 method="wB97M-V/def2-TZVPD" charge=0 orbital_gap_ev=7.31
Rh 0.3257 0.9407 -0.2238 0.90
Br 1.0364 -1.5083 2.3423 0.90
C 0.4380 0.2128 2.7493 -0.70
C 0.2544 0.5178 4.0909 -0.10
C -0.1358 1.7908 4.4559 -0.02
C -0.3316 2.7388 3.4677 0.02
C -0.1508 2.3722 2.1562 -0.17
N 0.2268 1.1241 1.7852 -0.05
C -0.3712 3.3670 1.0354 -0.60
O -0.6735 4.5084 1.2896 0.10
O -0.1871 2.8526 -0.1374 -0.16
H 0.4328 -0.2535 4.8244 0.11
H -0.2779 2.0365 5.4997 0.12
H -0.6294 3.7585 3.6653 0.13
N 3.2478 -4.0201 1.1184 0.10
C 2.9709 -3.3674 0.2050 -0.43
N 2.6952 -2.6355 -0.8689 0.08
C 1.8302 -1.7150 -0.7926 -0.40
N 1.0140 -0.8723 -0.8220 -0.03
C -2.8068 -1.4210 -4.3359 -0.08
C -2.9308 -2.2549 -3.2339 -0.08
C -2.6400 -1.7763 -1.9649 -0.10
C -2.2313 -0.4550 -1.7799 -0.32
C -2.1072 0.3711 -2.9008 -0.11
C -2.3919 -0.1068 -4.1703 -0.08
Si -1.8424 0.1724 -0.0790 0.70
C -2.9443 1.5206 0.5648 -0.32
C -3.3305 2.6256 -0.1985 -0.09
C -4.0993 3.6347 0.3553 -0.07
C -4.4930 3.5594 1.6855 -0.07
C -4.1211 2.4712 2.4587 -0.08
C -3.3499 1.4604 1.9002 -0.12
H -3.0288 -1.7968 -5.3262 0.10
H -3.2473 -3.2816 -3.3637 0.11
H -2.7253 -2.4410 -1.1130 0.10
H -1.7814 1.4013 -2.7899 0.09
H -2.2890 0.5428 -5.0298 0.11
H -1.8718 -0.9135 0.9285 0.00
H -3.0209 2.7075 -1.2333 0.10
H -4.3841 4.4880 -0.2460 0.11
H -5.0873 4.3535 2.1185 0.11
H -4.4298 2.4081 3.4944 0.10
H -3.0654 0.6100 2.5124 0.09

No. 2
34
Properties=species:S:1:pos:R:3:lowdin_charge:R:1 method="wB97M-V/def2-TZVPD" smiles="SCOCCOCc1ccncc1.NC(N)=O" charge=0 orbital_gap_ev=9.95
S -2.5973 2.7077 0.0096 0.73
C -2.7641 1.8233 -1.5879 -0.56
O -1.5623 1.2464 -1.9787 -0.20
C -1.2275 0.0556 -1.2475 -0.18
C 0.1338 0.3151 -0.6405 -0.19
O 0.7800 -0.8316 -0.1208 -0.13
C -0.0057 -1.5796 0.7932 -0.16
C -0.7056 -0.7763 1.8383 -0.22
C -2.0204 -1.0312 2.1712 -0.04
C -2.6328 -0.2810 3.1438 -0.15
N -2.0695 0.7287 3.8100 0.08
C -0.7962 0.9508 3.4674 -0.14
C -0.0865 0.2442 2.5323 -0.03
H -3.2478 3.8356 -0.2947 -0.16
H -3.0374 2.5533 -2.3371 0.08
H -3.5640 1.0891 -1.5394 0.08
H -1.2251 -0.7821 -1.9387 0.14
H -1.9812 -0.0755 -0.4789 0.10
H 0.7649 0.6874 -1.4406 0.12
H 0.0652 1.1261 0.0780 0.11
H 0.6892 -2.2370 1.3102 0.14
H -0.6954 -2.2400 0.2712 0.13
H -2.5709 -1.8130 1.6739 0.12
H -3.6578 -0.5140 3.3989 0.11
H -0.2957 1.7611 3.9792 0.11
H 0.9460 0.4878 2.3457 0.12
C 4.6544 -1.0479 -2.3186 -0.69
O 5.7770 -1.3130 -2.7072 0.02
N 3.9599 0.0440 -2.7690 0.15
N 3.9899 -1.8137 -1.4009 0.15
H 3.0364 0.2785 -2.4603 0.08
H 4.4148 0.6298 -3.4426 0.10
H 4.4675 -2.6208 -1.0486 0.10
H 3.0644 -1.6078 -1.0708 0.07

No. 3
16
Properties=species:S:1:pos:R:3:lowdin_charge:R:1 method="wB97M-V/def2-TZVPD" charge=0 orbital_gap_ev=9.39
C 1.5219 -1.7076 0.1636 0.00
C -1.1763 -0.0348 0.1521 -0.48
C 1.4851 0.8109 0.0414 -0.32
H 2.5360 -1.7188 0.2451 0.06
H 1.1441 -2.4846 -0.5144 0.10
H 0.9241 -1.7485 1.0705 0.08
H -3.1799 -0.1066 0.2262 0.06
H -2.5382 -0.6029 -1.3093 0.11
H -1.6828 0.1825 1.8844 0.03
H 2.4347 0.7322 0.5251 0.11
H 0.1253 2.2253 -0.4426 0.02
N 1.0535 -0.4086 -0.3548 -0.15
N -2.4743 -0.0736 -0.4325 0.14
N -0.8614 0.0659 1.3882 0.17
N 1.0553 2.0153 -0.1229 0.09
O -0.2699 -0.2604 -0.8967 -0.01

No. 4
82
Properties=species:S:1:pos:R:3:lowdin_charge:R:1 method="wB97M-V/def2-TZVPD" charge=0 orbital_gap_ev="5.82 / 5.82"
Pt -1.9956 1.0278 -0.0299 1.15
O -1.2455 0.1018 1.7356 -0.22
C -2.1352 -0.3312 2.5782 -0.35
C -1.9092 -0.0953 3.9555 -0.01
C -2.7432 -0.5803 4.9300 -0.08
C -3.8535 -1.3471 4.5743 -0.11
C -4.1074 -1.5957 3.2478 -0.05
C -3.2955 -1.0824 2.2240 -0.09
C -3.6924 -1.2625 0.8477 -0.26
N -3.1090 -0.7484 -0.2351 -0.06
C -3.8441 -1.1233 -1.3312 -0.11
C -4.8794 -1.8932 -0.9187 -0.07
N -4.7735 -1.9783 0.4477 0.13
H -1.0283 0.4780 4.2067 0.12
H -2.5431 -0.3636 5.9706 0.10
H -4.5088 -1.7400 5.3377 0.10
H -4.9665 -2.2061 2.9978 0.10
H -3.5621 -0.8239 -2.3242 0.12
H -5.6661 -2.3763 -1.4654 0.11
H -5.4026 -2.4787 1.0485 0.15
I -8.7788 6.8321 -1.2393 0.82
C -7.2434 5.4012 -1.0573 -0.72
C -6.1056 5.5171 -1.8366 -0.15
C -5.0977 4.5736 -1.7084 -0.01
C -5.2220 3.5383 -0.7903 -0.13
C -6.3673 3.4435 -0.0078 -0.02
C -7.3890 4.3674 -0.1463 -0.15
C -4.1054 2.5667 -0.5663 -0.65
O -3.9679 2.1091 0.5893 -0.07
O -3.3392 2.2379 -1.5156 -0.08
H -5.9965 6.3391 -2.5301 0.09
H -4.1997 4.6507 -2.3050 0.12
H -6.4487 2.6491 0.7202 0.12
H -8.2806 4.2931 0.4598 0.09
O 1.2281 2.5640 -0.9373 -0.15
N 0.4796 2.8056 0.0014 -0.26
O -0.7812 2.7800 -0.0504 -0.27
C 5.7976 2.4430 -1.7441 -0.09
C 4.9686 1.7709 -2.8314 -0.22
C 4.3727 0.4428 -2.3844 -0.16
N 3.2956 0.6542 -1.4103 0.03
C 2.5768 -0.3733 -0.9383 -0.55
S 0.8812 -0.3748 -1.2976 1.05
N 3.1334 -1.4770 -0.3897 0.16
C 4.4185 -1.7959 0.0868 -0.37
O 4.6934 -2.9749 0.1472 0.12
C 5.3307 -0.7336 0.5430 -0.16
C 6.7007 -1.0046 0.4988 -0.02
C 7.6155 -0.0753 0.9511 -0.07
C 7.1714 1.1285 1.4823 -0.07
C 5.8112 1.3799 1.5819 -0.07
C 4.8896 0.4626 1.1108 -0.02
H 6.2188 3.3783 -2.1085 0.08
H 6.6179 1.7956 -1.4340 0.07
H 5.1829 2.6544 -0.8721 0.07
H 5.5957 1.5865 -3.7056 0.11
H 4.1556 2.4334 -3.1398 0.12
H 5.1463 -0.1775 -1.9282 0.11
H 3.9809 -0.0928 -3.2582 0.13
H 2.7289 1.4842 -1.5834 0.09
H 2.5526 -2.3072 -0.4073 0.08
H 7.0207 -1.9543 0.0936 0.12
H 8.6741 -0.2863 0.8919 0.11
H 7.8852 1.8610 1.8317 0.11
H 5.4673 2.3013 2.0309 0.12
H 3.8325 0.6627 1.2091 0.12
C 0.8384 -3.9149 -2.3364 -0.17
Si 0.3379 -3.5408 -0.5497 0.51
C -1.3994 -4.2001 -0.1865 -0.17
C 1.5807 -4.3403 0.6398 -0.17
C 0.1783 -1.6523 -0.2120 -0.51
H 1.0539 -4.9781 -2.4398 0.03
H 1.7355 -3.3746 -2.6405 0.02
H 0.0494 -3.6703 -3.0462 0.03
H -1.4132 -5.2889 -0.1642 0.03
H -2.1196 -3.8732 -0.9362 0.03
H -1.7495 -3.8466 0.7837 0.03
H 1.3072 -5.3832 0.8004 0.04
H 1.5817 -3.8553 1.6169 0.04
H 2.6054 -4.3327 0.2654 0.01
H 0.4573 -1.3849 0.8075 0.05
H -0.8842 -1.4255 -0.3058 -0.02

No. 5
86
Properties=species:S:1:pos:R:3:lowdin_charge:R:1 method="wB97M-V/def2-TZVPD" s_squared=8.7562 spin_multiplicity=6 charge=0 orbital_gap_ev="10.34 / 9.24"
Fe -3.2288 -18.2149 -10.2775 1.20
C -6.3306 -17.7721 -7.7452 0.04
C -5.1988 -17.8227 -8.7433 -0.62
O -4.1046 -17.2226 -8.6125 -0.04
O -5.2274 -18.5649 -9.7755 -0.05
H -7.1720 -18.2755 -8.2139 0.09
H -6.5876 -16.7531 -7.4623 0.09
H -6.0267 -18.2580 -6.8189 0.07
C -3.4452 -17.0646 -14.1641 0.03
C -3.3978 -17.4476 -12.6965 -0.65
O -4.2022 -16.9916 -11.8608 -0.01
O -2.5067 -18.2218 -12.1853 -0.09
H -2.9731 -16.0912 -14.2847 0.08
H -4.5091 -17.0069 -14.3799 0.09
H -2.9065 -17.7940 -14.7618 0.08
C -0.8403 -21.2166 -8.9915 0.05
C -1.8129 -20.1278 -9.3160 -0.63
O -1.7481 -18.9048 -8.9503 -0.06
O -2.8075 -20.2906 -10.0523 -0.04
H -0.7243 -21.7882 -9.9073 0.09
H -1.1605 -21.7282 -8.0869 0.08
H 0.0864 -20.7005 -8.7424 0.06
C -1.3253 -24.0541 -5.4490 -0.04
C -2.1489 -25.3430 -5.2563 -0.28
O -1.4701 -25.9336 -4.1843 0.13
C -0.2294 -25.4309 -4.0208 -0.55
O 0.5330 -25.7656 -3.1823 0.19
O -0.0368 -24.4303 -4.9175 0.05
F -1.9836 -26.1617 -6.3390 0.07
H -1.7221 -23.2643 -4.8083 0.12
H -1.0811 -23.6880 -6.4418 0.13
H -3.1896 -25.2255 -4.9691 0.17
C 3.9816 -20.6084 -10.4610 -0.02
C 3.1627 -20.9753 -9.2068 -0.28
O 2.3373 -19.8103 -9.1584 0.10
C 2.0987 -19.4571 -10.4381 -0.58
O 1.3060 -18.6058 -10.7186 0.17
O 2.9257 -20.0660 -11.2910 0.08
F 4.0015 -20.9780 -8.1316 0.07
H 4.4785 -21.4866 -10.8641 0.14
H 4.6495 -19.7739 -10.2545 0.15
H 2.6045 -21.9116 -9.2818 0.18
C -2.5802 -22.8679 -12.6142 -0.04
C -2.4936 -22.6363 -14.1155 -0.30
O -3.3229 -23.6853 -14.5842 0.12
C -4.2672 -23.9637 -13.6500 -0.56
O -5.1789 -24.6996 -13.7827 0.19
O -3.9384 -23.3241 -12.5022 0.07
F -1.2312 -22.8145 -14.5768 0.07
H -2.4748 -21.9645 -12.0117 0.12
H -1.8941 -23.6254 -12.2376 0.14
H -2.9135 -21.7295 -14.5516 0.17
C 0.5245 -19.8395 -5.7459 -0.04
C 0.3837 -20.4355 -4.3453 -0.27
O 1.3203 -21.4580 -4.3716 0.14
C 1.6780 -21.7617 -5.6512 -0.55
O 2.3934 -22.6684 -5.8930 0.19
O 1.1499 -20.8688 -6.5177 0.05
F -0.8907 -20.9680 -4.2532 0.03
H 1.1802 -18.9674 -5.8254 0.15
H -0.4094 -19.4840 -6.1830 0.13
H 0.5300 -19.7755 -3.4955 0.17
C -3.6154 -19.8320 -5.6949 -0.04
O -3.0482 -18.5403 -5.6087 0.00
C -3.6246 -17.6127 -4.8675 -0.63
O -4.6579 -17.7785 -4.2647 0.13
O -2.9378 -16.4960 -4.9721 0.00
C -3.3548 -15.3706 -4.2164 -0.03
H -3.0623 -20.4007 -6.4351 0.09
H -4.6792 -19.8896 -5.9232 0.09
H -3.5153 -20.3021 -4.7138 0.10
H -3.4553 -15.6282 -3.1566 0.10
H -4.3881 -15.1809 -4.5217 0.10
H -2.6602 -14.5444 -4.2959 0.09
C -0.1766 -15.9377 -12.2240 0.01
O -0.3609 -15.1238 -11.0608 0.06
C -1.2090 -15.5000 -10.1611 -0.57
O -1.8890 -16.4957 -10.1786 0.07
O -1.2034 -14.5849 -9.1907 0.03
C -1.9031 -14.8952 -7.9820 -0.02
H 0.0659 -16.9607 -11.9422 0.08
H 0.5391 -15.6095 -12.9719 0.10
H -1.1488 -15.9278 -12.7194 0.08
H -1.5884 -14.1722 -7.2352 0.09
H -1.6792 -15.9076 -7.6485 0.10
H -2.9735 -14.7961 -8.1599 0.10

No. 6
12
Properties=species:S:1:pos:R:3:lowdin_charge:R:1 method="wB97M-V/def2-TZVPD" charge=+1 orbital_gap_ev="6.07 / 10.71"
C 0.0716 0.8754 -0.0487 -0.29
N 0.9960 -0.1861 0.3459 -0.10
N -1.3715 0.7440 -0.0741 0.03
N 2.2499 -0.2655 0.0029 0.03
N -1.8301 -0.6547 0.1428 0.13
H 0.2159 1.5965 0.8318 0.17
H 0.5410 1.4280 -0.9950 0.18
H 2.8265 0.5652 -0.3358 0.16
H 2.6652 -1.1061 0.4725 0.15
H -2.9116 -0.5560 0.3514 0.24
H -1.0665 -0.9364 0.7765 0.13
H -1.6098 -1.1946 -0.7187 0.17

No. 7
115
Properties=species:S:1:pos:R:3:lowdin_charge:R:1 method="wB97M-V/def2-TZVPD" charge=0 orbital_gap_ev=7.86
C 4.4325 1.7151 -1.3176 0.18
C 4.2951 0.5494 -1.5523 -0.08
C 4.0982 -0.8908 -1.8015 -0.25
C 3.9070 -0.9793 -3.3438 -0.06
O 5.0772 -0.4314 -3.9954 -0.01
C 5.6251 -1.3346 -4.8784 -0.50
C 6.7734 -2.1975 -4.4370 0.02
O 5.1740 -1.4525 -5.9829 0.14
C 5.4773 -1.5149 -1.4222 -0.42
O 6.5607 -1.0088 -1.4276 0.13
N 5.1571 -2.7966 -1.0162 0.13
C 3.7004 -3.1129 -0.9820 -0.28
C 3.4774 -4.0549 -2.2330 -0.08
C 2.2051 -3.9791 -3.0549 -0.23
N 1.0092 -4.0570 -2.6500 0.14
C 3.6570 -4.0297 0.2831 -0.10
C 2.3600 -4.7844 0.4457 -0.75
O 1.3134 -4.3538 0.7855 0.07
Cl 2.4650 -6.5438 0.0532 0.67
C 3.1144 -1.6587 -0.8865 -0.24
C 3.2225 -1.0875 0.5495 -0.12
C 2.1709 -1.5394 1.5847 -0.23
C 2.1048 -0.4552 2.6893 -0.54
Cl 1.9763 -1.1589 4.3283 0.65
C 1.6826 -1.3709 -1.3911 -0.09
C 1.1367 0.0164 -1.0831 -0.12
O -0.1697 0.1117 -1.7030 -0.03
C -1.1662 -0.4520 -0.9417 -0.50
O -1.5381 0.0881 0.0657 0.13
C -1.8177 -1.7219 -1.4112 -0.12
C -1.6098 -2.8968 -0.4292 -0.06
H 4.3824 2.7429 -1.0506 0.05
H 3.0801 -0.3276 -3.6158 0.15
H 3.7814 -1.9895 -3.7243 0.11
H 7.2886 -1.8380 -3.5497 0.07
H 6.4324 -3.2153 -4.2393 0.09
H 7.5053 -2.2723 -5.2364 0.09
H 5.7820 -3.5528 -1.2577 0.16
H 3.5840 -5.0949 -1.9219 0.09
H 4.3102 -3.8855 -2.9120 0.10
H 2.3316 -3.8919 -4.1361 0.11
H 0.9983 -4.1492 -1.6303 0.02
H 3.9490 -3.5050 1.1865 0.12
H 4.4307 -4.7739 0.1128 0.10
H 3.2506 -0.0017 0.5513 0.11
H 4.1933 -1.4019 0.9457 0.14
H 1.1622 -1.6341 1.1991 0.09
H 2.4919 -2.4366 2.0988 0.07
H 1.2009 0.1303 2.5387 0.07
H 2.9603 0.2133 2.6712 0.07
H 1.0098 -2.0847 -0.9081 0.10
H 1.5405 -1.5454 -2.4532 0.11
H 0.9811 0.2093 -0.0222 0.12
H 1.7135 0.8342 -1.5035 0.13
H -1.5281 -1.9909 -2.4256 0.11
H -2.8841 -1.5005 -1.4512 0.12
H -0.9049 -2.5997 0.3472 0.06
H -2.5303 -3.1694 0.0818 0.05
H -1.2401 -3.7804 -0.9439 0.06
C 0.4400 2.3052 8.4642 0.07
C 0.6783 1.3735 7.5308 -0.23
C 0.0247 0.0199 7.5765 -0.31
O 0.2850 -0.7551 6.6772 0.04
C -0.8683 -0.2810 8.6837 0.08
C -1.1030 0.6496 9.6175 -0.24
C -0.4695 2.0130 9.5585 -0.32
O -0.7490 2.8077 10.4372 0.10
O -1.9055 0.4443 10.6570 0.11
O 1.4985 1.5694 6.5049 0.10
H 0.9020 3.2819 8.4409 0.13
H -1.3197 -1.2625 8.7148 0.14
H -1.8977 1.2760 11.1696 0.12
H 1.4911 0.7402 5.9810 0.05
C -5.2281 2.9744 -1.8224 0.08
C -5.5005 4.2811 -1.7412 -0.23
C -4.4163 5.3235 -1.6581 -0.29
O -4.7835 6.4870 -1.6036 0.09
C -3.0284 4.8759 -1.6399 0.07
C -2.7613 3.5625 -1.7133 -0.21
C -3.8461 2.5263 -1.8263 -0.30
O -3.5194 1.3585 -1.9114 0.11
O -1.5173 3.0928 -1.6914 0.12
O -6.7422 4.7580 -1.7298 0.11
H -6.0021 2.2227 -1.8855 0.14
H -2.2472 5.6012 -1.5561 0.10
H -1.5769 2.1185 -1.7497 0.09
H -6.6530 5.7290 -1.6671 0.12
C -2.4313 10.4225 -4.2387 0.07
C -2.7713 9.3916 -3.4516 -0.23
C -1.9135 8.1636 -3.3445 -0.28
O -2.2989 7.2944 -2.5853 0.08
C -0.7030 8.0852 -4.1398 0.08
C -0.3655 9.1137 -4.9297 -0.24
C -1.2076 10.3595 -5.0178 -0.32
O -0.8198 11.2544 -5.7459 0.11
O 0.7252 9.1154 -5.6859 0.12
O -3.8754 9.3709 -2.7167 0.12
H -3.0375 11.3130 -4.3235 0.14
H -0.1052 7.1876 -4.0657 0.14
H 0.7287 9.9757 -6.1499 0.12
H -3.8902 8.5075 -2.2476 0.10
C -3.9479 -5.9470 1.4504 0.08
C -4.3199 -7.1463 1.9168 -0.24
C -5.5781 -7.3310 2.7206 -0.31
O -5.8556 -8.4556 3.0923 0.11
C -6.3886 -6.1605 3.0121 0.07
C -6.0149 -4.9607 2.5486 -0.24
C -4.7709 -4.7813 1.7233 -0.31
O -4.5098 -3.6611 1.3246 0.10
O -6.7066 -3.8503 2.7787 0.12
O -3.6159 -8.2526 1.7070 0.12
H -3.0467 -5.8038 0.8705 0.13
H -7.2816 -6.3014 3.6041 0.14
H -6.2195 -3.1309 2.3316 0.12
H -4.1082 -8.9722 2.1483 0.12

No. 8
11
Properties=species:S:1:pos:R:3:lowdin_charge:R:1 method="wB97M-V/def2-TZVPD" smiles="N#CC=C(N)N" charge=0 orbital_gap_ev=8.75
C -0.7527 -0.0254 -0.0335 -0.47
C 0.2799 -0.9325 0.1302 -0.10
C 1.5989 -0.3746 -0.0073 -0.29
H -2.1511 -1.4638 -0.0984 0.08
H -2.8935 0.0233 0.1255 0.12
H 0.2689 1.7191 0.4565 0.15
H -1.4987 1.9797 -0.0014 0.11
H 0.1663 -2.0022 0.3272 0.09
N -2.0314 -0.4852 -0.1138 0.11
N -0.6718 1.3565 0.0223 0.10
N 2.6106 0.2342 -0.1008 0.09

Calculated E_tot (a.u.), listed in the same order as above: -4114.107204 -1179.411722 -413.277500 -3032.726626 -4403.404526 -260.862362 -4426.234063 -281.559805
Calculated energy above the lowest of the compared OMol25 structures with the same formula, charge and spin (kJ/mol), listed in the same order as above: 26.6 154.7 363.8 420.7 144.7 426.5 0.0 79.4